1.
Molecular formula: C35H49N2OPTeW
Method: DFT, wB97M-V/def2-TZVPD

Values from the calculation:
* ΔE to the lowest compared entry with this formula, charge and spin: 16.0 kcal per mole
* total energy: -60488.97358 eV
* molecular weight: 856.2 g mol⁻¹

ORCA input file:
```
! RIJCOSX wB97M-V def2-TZVPD def2/J DEFGRID3
* xyz 4 3
W 0.42806 1.08367 0.93761
C 2.22698 -1.70379 2.01075
C 1.52042 -0.42473 2.35443
C 2.27961 0.76741 2.55631
C 3.77671 0.66308 2.62105
C 1.59688 2.00628 2.73947
C 2.39128 3.28275 2.82591
C 0.20759 1.99138 3.08439
C -0.48847 3.26823 3.48331
C -0.43910 0.73819 3.28560
C -1.72509 0.65327 4.04295
C 0.14828 -0.44369 2.75380
C -0.54597 -1.75900 2.89852
H 2.60533 -2.15032 2.93709
H 3.07676 -1.54112 1.35382
H 1.56677 -2.42568 1.54144
H 4.01095 -0.12528 3.34155
H 4.24111 1.58125 2.96442
H 4.25369 0.35245 1.69176
H 3.22051 3.29420 2.12639
H 2.80617 3.36333 3.83572
H 1.79885 4.17615 2.66079
H -0.35893 3.42199 4.55934
H -1.55799 3.23954 3.28459
H -0.08348 4.15049 2.99731
H -1.48373 0.14054 4.98420
H -2.48656 0.04066 3.55826
H -2.15183 1.61657 4.29886
H -0.36465 -2.41881 2.06181
H -1.61846 -1.66188 3.02241
H -0.14771 -2.24620 3.79658
N 0.18108 3.13906 0.06852
C -0.87533 3.44598 -0.97698
C -2.26120 3.15650 -0.45099
C -2.55132 1.67855 -0.37221
N -1.79522 1.00539 0.75338
H -0.00181 3.77400 0.84528
H 1.07461 3.45116 -0.30207
H -0.65417 2.84376 -1.85528
H -0.76654 4.49474 -1.24484
H -2.98959 3.61683 -1.12019
H -2.41112 3.64428 0.52200
H -2.26737 1.18030 -1.28838
H -3.61064 1.48964 -0.20220
H -1.98376 0.00139 0.69207
H -2.24001 1.30431 1.61857
C 2.17453 1.86090 -2.48199
Te 2.78666 1.04687 -0.63391
C 4.09309 2.66946 -0.25022
H 2.98369 1.63307 -3.17378
H 2.05742 2.93803 -2.38769
H 1.26618 1.37217 -2.80285
H 3.56930 3.61942 -0.33045
H 4.83779 2.58405 -1.04261
H 4.57587 2.55581 0.71448
O 0.16635 -0.25521 -0.65064
P -0.50091 -1.46775 -1.46093
C 0.71307 -2.44886 -2.29246
C 0.24243 -3.60820 -2.92173
C 1.10716 -4.37251 -3.68657
C 2.43673 -3.98986 -3.83647
C 2.90678 -2.84286 -3.21911
C 2.04478 -2.07243 -2.45302
C -1.42111 -2.52491 -0.37371
C -0.87482 -3.75014 0.03057
C -1.60816 -4.59860 0.85078
C -2.88385 -4.23258 1.27055
C -3.43609 -3.01756 0.87567
C -2.71159 -2.16914 0.05023
C -1.61536 -0.82347 -2.68532
C -2.74468 -1.55365 -3.07683
C -3.49392 -1.14153 -4.17418
C -3.11773 -0.02021 -4.89682
C -1.98247 0.69807 -4.53146
C -1.23372 0.29202 -3.44182
H -0.79324 -3.91881 -2.82841
H 0.74330 -5.27064 -4.16952
H 3.10437 -4.58666 -4.44341
H 3.94251 -2.55211 -3.33591
H 2.42133 -1.18050 -1.98293
H 0.09854 -4.06296 -0.32942
H -1.19640 -5.55695 1.14317
H -3.46364 -4.91078 1.88597
H -4.44561 -2.75809 1.17333
H -3.18256 -1.25894 -0.31192
H -3.04189 -2.45086 -2.54953
H -4.36805 -1.70738 -4.47020
H -3.69349 0.28405 -5.76128
H -1.67881 1.55866 -5.11464
H -0.33537 0.83473 -3.19012
*
```

Charges in e, computed with Löwdin, in the same order as the atoms: 1.510 0.018 -0.292 -0.257 -0.002 -0.279 0.017 -0.270 0.008 -0.201 0.029 -0.240 0.019 0.139 0.087 0.088 0.133 0.103 0.069 0.064 0.142 0.090 0.142 0.093 0.082 0.150 0.103 0.097 0.059 0.087 0.147 -0.056 -0.159 -0.146 -0.159 -0.026 0.096 0.067 0.109 0.146 0.151 0.131 0.089 0.147 0.064 0.102 -0.308 1.526 -0.322 0.051 0.035 -0.021 0.033 0.047 0.012 -0.578 0.931 -0.300 -0.065 -0.013 -0.010 -0.036 -0.089 -0.316 -0.079 -0.019 -0.009 -0.032 -0.112 -0.307 -0.052 -0.014 -0.009 -0.030 -0.098 0.122 0.133 0.134 0.124 -0.007 0.118 0.134 0.135 0.130 0.104 0.115 0.133 0.134 0.126 0.061

2.
Molecular formula: C35H50BN8O4SbTi
Method: DFT, wB97M-V/def2-TZVPD

Values from the calculation:
* total energy: -87547.28501 eV
* molecular weight: 827.3 g mol⁻¹

ORCA input file:
```
! RIJCOSX wB97M-V def2-TZVPD def2/J DEFGRID3
* xyz 0 1
Ti 0.41535 -0.89298 -0.25857
C -1.52727 -4.60189 -1.44570
C -1.67467 -3.23963 -1.17388
N -0.70729 -2.81827 -0.37068
N 0.08619 -3.88333 -0.11770
C -0.39212 -4.96564 -0.74797
B 1.16622 -3.79893 1.00238
N 0.57636 -2.94546 2.13639
C 0.24143 -3.28050 3.39377
C -0.30418 -2.17441 4.01051
C -0.26676 -1.17488 3.02866
N 0.26649 -1.64702 1.91446
N 2.45743 -3.07941 0.51421
C 3.73742 -3.44920 0.66125
C 4.54471 -2.36420 0.37299
C 3.64482 -1.33832 0.06774
N 2.39855 -1.78489 0.14987
H -2.15855 -5.23054 -2.04752
H -2.42997 -2.54339 -1.50247
H 0.09676 -5.91881 -0.63646
H 1.45312 -4.90340 1.36861
H 0.41501 -4.27992 3.75601
H -0.67623 -2.09876 5.01644
H -0.58767 -0.14367 3.05279
H 3.98086 -4.44957 0.97674
H 5.61825 -2.31557 0.41269
H 3.81579 -0.30291 -0.18475
C 7.46742 1.17815 -5.49130
O 6.35425 0.94792 -4.63820
C 5.61488 2.02694 -4.26640
C 5.97306 3.35346 -4.46698
C 5.13697 4.36261 -4.00784
C 3.96170 4.06791 -3.33569
C 3.60364 2.74591 -3.12219
C 4.41867 1.73612 -3.60698
N 4.13383 0.36523 -3.35774
C 2.96195 -0.23160 -3.27122
C 1.71851 0.16542 -3.78513
C 1.52940 1.05491 -4.88070
C 0.27849 1.29053 -5.35742
C -0.83626 0.67762 -4.73000
C -0.70059 -0.16029 -3.66363
C 0.59319 -0.44875 -3.15741
O 0.78182 -1.22904 -2.14947
H 7.81552 0.19768 -5.80212
H 8.26758 1.69594 -4.95835
H 7.16881 1.75792 -6.36644
H 6.89578 3.60292 -4.96947
H 5.42347 5.39403 -4.16472
H 3.32798 4.86010 -2.96320
H 2.70116 2.50249 -2.57734
H 4.95163 -0.20901 -3.20382
H 2.97184 -1.16889 -2.72253
H 2.38568 1.51651 -5.35145
H 0.12098 1.94616 -6.20194
H -1.82658 0.89472 -5.11160
H -1.55080 -0.59298 -3.15439
C -2.28868 2.69359 4.81084
C -1.50294 3.75292 4.03119
C -2.20822 5.09416 4.21256
C -0.11066 3.85853 4.66167
Sb -1.15835 2.82442 2.02960
C -0.02439 4.42019 0.99111
C 1.43675 4.11112 1.33552
C -0.17449 4.32709 -0.52750
C -0.35607 5.84549 1.42136
C -3.19796 2.82486 1.16933
C -4.12281 3.93326 1.66134
C -3.77718 1.46828 1.58420
C -3.15206 2.87373 -0.35755
H -2.39686 3.00616 5.85694
H -1.78303 1.72401 4.80879
H -3.29385 2.54678 4.41140
H -2.22411 5.33872 5.28255
H -3.24187 5.07700 3.87436
H -1.70396 5.91337 3.70394
H -0.20338 4.09044 5.73018
H 0.48352 4.65489 4.20972
H 0.45421 2.92642 4.57377
H 1.72171 3.11721 0.98425
H 1.63011 4.15443 2.40911
H 2.08742 4.85312 0.85454
H -0.10027 3.30434 -0.90180
H 0.62867 4.91832 -0.98828
H -1.11656 4.75292 -0.86954
H -0.04936 6.04536 2.44857
H -1.42067 6.07264 1.33369
H 0.18604 6.55322 0.78056
H -4.38475 3.81017 2.71283
H -5.06027 3.90157 1.09151
H -3.69349 4.92911 1.53210
H -3.84921 1.36154 2.66883
H -3.16957 0.64775 1.19999
H -4.79169 1.36706 1.17854
H -2.93494 3.87692 -0.72181
H -4.14172 2.59824 -0.74404
H -2.42310 2.17869 -0.77640
O -1.12811 0.22716 -0.02839
N -0.03664 0.87469 -0.66244
O 1.05446 0.84805 0.23874
*
```

These are the Löwdin partial charges, in e, on atoms 1 to 99: 0.966 -0.049 -0.122 -0.026 -0.018 -0.072 -0.483 -0.027 -0.074 -0.051 -0.112 -0.006 -0.015 -0.071 -0.053 -0.135 -0.026 0.092 0.115 0.121 0.119 0.119 0.090 0.069 0.121 0.090 0.113 -0.060 -0.083 -0.225 -0.012 -0.068 -0.064 -0.002 -0.162 0.147 0.033 -0.126 -0.026 -0.073 -0.040 0.016 -0.323 -0.167 0.095 0.098 0.099 0.107 0.109 0.109 0.130 0.163 0.143 0.115 0.104 0.112 0.118 -0.153 -0.711 -0.117 -0.155 1.639 -0.703 -0.149 -0.130 -0.126 -0.704 -0.127 -0.146 -0.129 0.081 0.063 0.054 0.081 0.052 0.053 0.080 0.055 0.068 0.052 0.055 0.079 0.050 0.073 0.059 0.057 0.070 0.081 0.058 0.081 0.069 0.056 0.054 0.082 0.059 0.082 0.053 -0.361 -0.275